{"formula": "C35H30BiClNP", "method": "wB97M-V/def2-TZVPD", "elements": ["C", "C", "C", "H", "C", "C", "H", "H", "H", "H", "Bi", "Cl", "P", "C", "C", "H", "C", "H", "C", "H", "C", "H", "C", "H", "C", "C", "H", "C", "H", "C", "H", "C", "H", "C", "H", "C", "C", "H", "C", "H", "C", "H", "C", "H", "C", "H", "C", "C", "C", "C", "C", "C", "N", "C", "C", "C", "C", "C", "C", "H", "H", "H", "H", "H", "H", "H", "H", "H", "H"], "positions_angstrom": [[-1.1301, -1.5889, 1.4771], [-0.9847, -2.2553, 0.2524], [0.3996, -2.4024, -0.0359], [-1.7877, -2.6921, -0.3384], [1.1362, -1.7955, 1.0203], [0.1783, -1.2563, 1.9670], [0.4124, -0.8931, 2.9678], [-2.0458, -1.4497, 2.0474], [0.8300, -2.9724, -0.8526], [2.2015, -1.8747, 1.1965], [0.3243, 0.6699, 0.2965], [2.7631, 1.1237, 0.4130], [0.0094, 0.3454, -2.5469], [1.2540, -0.7564, -3.2756], [0.9804, -1.5340, -4.4130], [-0.0277, -1.5511, -4.8303], [1.9999, -2.2719, -5.0243], [1.7795, -2.8475, -5.9261], [3.2925, -2.2771, -4.4886], [4.0871, -2.8494, -4.9756], [3.5625, -1.5473, -3.3226], [4.5711, -1.5600, -2.8972], [2.5506, -0.8107, -2.7117], [2.7747, -0.2601, -1.7946], [-1.6413, -0.1294, -3.1411], [-2.0814, -1.4669, -3.0273], [-1.4122, -2.2292, -2.6219], [-3.3679, -1.8280, -3.4342], [-3.7075, -2.8619, -3.3198], [-4.2306, -0.8638, -3.9750], [-5.2328, -1.1461, -4.3056], [-3.8150, 0.4708, -4.0649], [-4.4946, 1.2311, -4.4608], [-2.5435, 0.8420, -3.6224], [-2.2412, 1.8897, -3.6601], [0.3362, 2.0213, -3.1772], [0.9227, 2.2168, -4.4374], [1.2211, 1.3489, -5.0350], [1.1114, 3.5121, -4.9344], [1.5255, 3.6491, -5.9367], [0.7898, 4.6207, -4.1445], [0.9515, 5.6285, -4.5306], [0.2522, 4.4374, -2.8622], [0.0344, 5.3028, -2.2278], [-0.0172, 3.1514, -2.3997], [-0.5046, 3.0356, -1.4220], [0.1921, 6.1457, 2.3374], [0.7564, 5.3732, 1.3197], [0.4016, 4.0425, 1.1625], [-0.5828, 3.4566, 2.0019], [-1.1725, 4.2596, 3.0141], [-0.7613, 5.5847, 3.1890], [-0.9131, 2.1208, 1.8189], [-1.6069, 1.4625, 2.8464], [-0.9633, 1.1525, 4.0639], [-1.7160, 0.6981, 5.1367], [-3.0928, 0.4934, 4.9913], [-3.7071, 0.6940, 3.7490], [-2.9600, 1.1257, 2.6607], [0.4969, 7.1798, 2.4617], [1.4891, 5.7997, 0.6404], [0.9016, 3.4207, 0.4111], [-1.9309, 3.8277, 3.6828], [-1.1925, 6.1737, 4.0000], [0.1215, 1.2988, 4.1377], [-1.2212, 0.4989, 6.0900], [-3.6834, 0.1548, 5.8426], [-4.7752, 0.5150, 3.6231], [-3.3939, 1.2607, 1.6632]], "atomic_forces_ev_per_a": [[0.30, 0.06, 0.20], [0.30, -0.30, 0.07], [0.07, 0.33, 0.78], [0.14, 0.27, 0.17], [-0.73, -0.37, -0.38], [-0.08, -0.19, -0.28], [-0.08, -0.06, -0.38], [0.20, 0.19, -0.34], [-0.06, 0.27, 0.00], [-0.10, 0.25, -0.20], [-1.02, -0.67, 2.46], [0.43, 0.48, 0.02], [0.05, 0.02, -0.43], [0.38, -0.47, -0.58], [0.32, 0.13, 0.01], [0.30, 0.06, 0.04], [0.06, -0.06, 0.18], [0.07, 0.16, 0.30], [-0.23, 0.19, 0.09], [-0.30, 0.21, 0.18], [-0.11, -0.20, -0.25], [-0.44, 0.03, -0.10], [-0.34, 0.21, -0.09], [-0.09, -0.10, -0.32], [-0.57, -0.15, -0.36], [0.00, 0.25, -0.08], [-0.16, 0.25, -0.14], [-0.05, 0.30, -0.05], [0.18, 0.38, -0.09], [0.25, 0.10, 0.14], [0.35, 0.08, 0.11], [-0.02, -0.24, 0.22], [0.26, -0.28, 0.15], [0.18, -0.31, -0.04], [-0.06, -0.29, -0.09], [-0.05, 0.51, -0.44], [-0.09, 0.26, 0.03], [-0.14, 0.34, 0.19], [0.03, -0.12, 0.23], [-0.11, -0.02, 0.37], [-0.08, -0.28, 0.14], [-0.01, -0.29, 0.15], [0.00, 0.09, -0.28], [0.00, -0.37, -0.26], [0.21, -0.48, -0.13], [0.19, 0.03, -0.37], [-0.06, 0.08, 0.03], [-0.16, -0.15, 0.04], [-0.52, -0.02, 0.37], [0.25, -0.01, 0.21], [0.17, 0.03, -0.03], [0.05, -0.40, -0.34], [0.89, -0.38, -0.89], [-0.18, -0.13, 0.19], [-0.33, 0.27, -0.36], [-0.07, -0.20, 0.02], [-0.05, 0.02, -0.09], [0.06, -0.29, 0.21], [0.46, 0.39, 0.17], [-0.03, -0.11, 0.01], [-0.01, 0.02, 0.16], [-0.09, 0.33, 0.23], [0.43, 0.21, -0.39], [0.09, -0.12, -0.26], [-0.49, 0.13, 0.05], [-0.23, 0.02, -0.25], [0.14, 0.10, -0.22], [0.25, -0.05, 0.11], [0.08, 0.11, 0.49]], "nbo_charge": [-0.325, -0.255, -0.347, 0.210, -0.330, -0.459, 0.257, 0.244, 0.228, 0.244, 1.657, -0.601, 0.852, -0.349, -0.224, 0.226, -0.160, 0.211, -0.214, 0.220, -0.198, 0.224, -0.199, 0.244, -0.372, -0.211, 0.227, -0.199, 0.221, -0.202, 0.220, -0.227, 0.221, -0.135, 0.217, -0.350, -0.189, 0.227, -0.205, 0.222, -0.213, 0.221, -0.140, 0.221, -0.232, 0.222, -0.284, -0.181, -0.313, 0.271, -0.307, -0.184, -0.829, 0.153, -0.272, -0.155, -0.259, -0.201, -0.250, 0.208, 0.207, 0.191, 0.220, 0.210, 0.222, 0.206, 0.213, 0.212, 0.222], "homo_lumo_gap_ev": 6.57, "spin_multiplicity": 1}



{"formula": "C35H30BrN6OS3Y", "method": "wB97M-V/def2-TZVPD", "elements": ["Y", "Br", "C", "C", "C", "C", "C", "C", "N", "N", "C", "C", "C", "C", "O", "C", "N", "C", "C", "C", "C", "H", "H", "H", "H", "H", "H", "H", "H", "H", "C", "C", "C", "C", "C", "C", "H", "H", "H", "H", "H", "H", "H", "H", "H", "S", "C", "S", "C", "N", "N", "C", "C", "C", "C", "C", "C", "S", "H", "H", "H", "H", "H", "N", "C", "C", "C", "C", "C", "C", "H", "H", "H", "H", "H", "H", "H"], "positions_angstrom": [[0.2196, 1.1247, -0.6369], [4.4946, -5.4043, 6.2964], [4.5601, -5.3084, 4.4634], [5.5774, -4.4927, 3.9358], [5.5684, -4.2853, 2.5637], [4.5030, -4.6533, 1.8115], [3.5105, -5.5072, 2.3437], [3.5341, -5.7819, 3.6796], [4.1288, -4.0878, 0.5042], [4.9815, -3.1982, 0.2412], [4.5206, -2.0591, -0.4874], [5.2353, -0.8781, -0.2057], [4.5515, 0.3051, -0.0855], [3.2571, 0.4011, -0.6271], [2.5010, 1.4150, -0.4458], [2.7143, -0.7550, -1.2954], [1.4596, -0.5882, -1.7508], [0.7052, -1.6528, -2.1539], [1.2769, -2.9501, -2.1747], [2.5651, -3.1728, -1.6732], [3.2966, -2.0426, -1.2197], [6.3393, -3.9414, 4.5738], [6.4294, -3.8657, 1.9851], [2.6946, -5.8269, 1.6686], [2.7965, -6.3560, 4.2160], [6.2889, -0.9614, 0.0323], [4.9251, 1.2304, 0.3500], [-0.2466, -1.4183, -2.6672], [0.6501, -3.7686, -2.4824], [2.9466, -4.1763, -1.5573], [-3.6807, 2.9772, -3.1138], [-2.9467, 3.2360, -1.8266], [-3.5127, 2.3858, -0.7084], [-3.0467, 4.7370, -1.5654], [-1.5390, 2.8330, -2.0809], [-0.4449, 2.4261, -2.4346], [-4.7784, 3.1953, -3.1022], [-3.6329, 1.9236, -3.5337], [-3.2625, 3.5866, -3.9698], [-4.5431, 2.5812, -0.4753], [-2.9203, 2.6172, 0.2179], [-3.4624, 1.2980, -0.8475], [-4.0725, 5.1304, -1.5184], [-2.5144, 5.3189, -2.3593], [-2.4971, 4.8816, -0.6503], [-3.5322, -3.8868, 0.9982], [-2.4825, -2.5869, 0.7181], [-1.2138, -2.4484, 1.7850], [-0.7176, -0.9044, 1.1161], [-1.3978, -0.5840, -0.0054], [-2.4613, -1.5307, -0.1946], [-3.3188, -1.5166, -1.3484], [-4.4480, -2.3067, -1.4291], [-5.1805, -2.3713, -2.6562], [-4.7344, -1.6634, -3.7571], [-3.6056, -0.8124, -3.6346], [-2.9006, -0.7203, -2.4074], [0.6997, -0.2445, 1.7611], [-4.7835, -2.7182, -0.5015], [-6.0456, -3.0866, -2.7714], [-5.3143, -1.5725, -4.7006], [-3.2750, -0.2920, -4.4584], [-2.1101, 0.0660, -2.3533], [0.7080, 3.4717, 0.4102], [0.1640, 4.1458, 1.5697], [-0.5807, 3.3214, 2.3681], [-1.1402, 3.8046, 3.6261], [-0.8228, 5.0784, 3.9719], [-0.2157, 5.9747, 3.0446], [0.3176, 5.5016, 1.8710], [1.6299, 3.0455, 0.5852], [0.8564, 4.1371, -0.3394], [-0.8160, 2.3312, 2.0225], [-1.9009, 3.2511, 4.1428], [-1.2747, 5.5512, 4.8524], [-0.2180, 7.0060, 3.2249], [0.9841, 6.0875, 1.2556]], "atomic_forces_ev_per_a": [[1.21, 0.79, -0.26], [-0.20, -0.43, 1.45], [1.23, 2.06, -0.67], [0.50, -0.01, 0.28], [2.19, 0.79, -0.31], [-2.54, -1.98, -1.42], [-0.15, 0.90, -1.31], [-0.03, -0.91, 0.84], [1.61, 0.51, 1.22], [-0.61, 1.19, -0.63], [0.94, -1.57, -0.86], [-0.34, -1.34, 0.39], [-0.87, 1.32, -1.22], [0.95, -0.66, 0.76], [-1.17, 0.90, -0.19], [-0.81, -0.68, 0.04], [-2.13, -1.24, -0.63], [2.17, 0.81, -0.68], [0.34, 0.43, 0.67], [-1.28, 1.04, -0.12], [0.44, 0.46, 0.97], [-1.00, -1.26, -0.79], [-0.92, 0.25, 1.06], [0.49, 0.22, 0.62], [-0.38, -0.21, -0.37], [-0.17, -0.11, 0.57], [0.34, -0.36, -0.11], [0.45, -0.27, 0.75], [0.01, -0.23, -0.18], [0.09, 0.14, -0.16], [-1.10, -0.86, -3.14], [-0.13, -0.23, -1.17], [0.91, -0.16, 1.66], [0.74, 0.44, -0.36], [-1.19, 0.27, 0.35], [0.82, -0.34, -0.22], [0.79, 0.07, 0.45], [0.18, 0.99, 0.95], [-0.32, -0.39, 1.03], [-0.57, 0.46, -0.04], [-0.53, -0.23, -0.49], [0.24, 0.35, -0.37], [0.25, -0.40, 0.22], [-0.40, -0.60, 0.53], [-0.05, 0.67, 0.61], [0.73, 0.59, -0.28], [-1.60, 0.17, -1.10], [1.10, 0.85, 0.94], [-0.43, -1.45, -1.16], [-0.49, -0.93, 1.53], [-0.12, -1.10, 1.14], [1.41, 0.92, -0.02], [-0.98, 0.53, -1.15], [0.10, -0.96, 0.73], [0.34, 1.30, -0.42], [-0.78, -1.80, 2.89], [-0.40, 0.67, -2.13], [-0.12, 0.86, -0.20], [-0.37, -0.58, -0.25], [0.92, 1.12, 0.43], [0.49, -0.59, 0.74], [0.62, 1.31, -1.63], [-0.55, -1.04, 0.11], [0.63, 0.08, -0.16], [0.05, -1.08, -0.08], [-1.56, 0.80, 2.35], [1.12, -0.87, -2.75], [-0.88, 2.38, -0.20], [-0.11, -1.96, 0.36], [0.61, -0.67, -0.03], [-0.15, 0.47, 0.24], [-0.04, -0.08, -0.27], [0.01, -0.33, 0.09], [0.24, -0.44, 0.42], [0.25, -0.39, -0.19], [0.29, 1.28, 0.56], [-0.33, 0.38, -0.25]], "mulliken_charge": [0.828, -0.171, 0.355, -0.492, -0.149, -0.012, -0.435, -0.473, -0.177, -0.241, -0.102, -0.800, -0.524, 0.767, -0.627, 0.429, -0.728, 0.012, -0.878, -0.462, 0.535, 0.298, 0.368, 0.367, 0.373, 0.449, 0.445, 0.610, 0.488, 0.512, -1.341, 2.611, -1.259, -1.732, 0.213, -1.585, 0.386, -0.035, 0.341, 0.520, 0.113, 0.138, 0.422, 0.330, 0.343, -0.334, 0.156, -0.160, 0.168, 0.152, 0.050, 0.634, -0.866, -0.680, -0.692, -1.472, 0.928, -0.343, 0.401, 0.307, 0.334, 0.647, 0.473, -0.183, 0.213, 0.230, -0.823, -0.499, -0.481, -0.620, 0.387, 0.224, 0.294, 0.382, 0.306, 0.453, 0.384], "homo_lumo_gap_ev": 6.59, "spin_multiplicity": 1}